Molecular formula: C4H10N2O
Method: DFT, the ωB97M-V functional and the def2-TZVPD basis

Calculated values
HOMO   -7.5873 eV
ΔE to the lowest compared entry with this formula, charge and spin   4.291 eV
Net charge   0
HOMO-LUMO gap   8.042 eV
Calculated total energy   -343.043778 a.u.

XYZ file:
```
17
Properties=species:S:1:pos:R:3:forces:R:3
C 0.1793 -0.8694 -0.0602 -0.46 -0.12 -0.86
C -0.7983 2.2131 -0.0661 -0.10 0.13 -0.07
C 0.7691 -1.9647 -0.8770 0.05 -0.20 0.37
N -1.0732 -0.9948 0.3470 0.68 0.19 0.17
C 0.9519 0.3783 0.1403 -1.46 -0.26 -0.66
O 0.0774 1.3850 -0.7731 0.70 -0.16 0.83
N 1.1346 0.4714 1.4732 0.39 0.68 0.43
H -1.5703 -1.8698 0.2894 0.15 0.05 0.02
H -1.4948 -0.2463 0.8800 -0.03 0.00 -0.18
H 0.2759 0.3852 2.0170 0.02 -0.21 -0.22
H 1.8740 0.3907 -0.4405 0.00 -0.08 0.10
H -0.5542 2.2817 1.0055 0.08 -0.09 -0.10
H -1.8460 1.8755 -0.1715 0.08 0.05 0.03
H -0.7387 3.2293 -0.4726 -0.07 -0.06 0.08
H 0.8864 -1.6005 -1.9003 -0.03 0.10 0.06
H 0.1614 -2.8702 -0.8937 0.04 0.00 0.05
H 1.7656 -2.1946 -0.4975 -0.03 -0.01 -0.04
```
Positions in Å, forces in eV/Å.

---

Molecular formula: C17H34O3
Method: DFT, the ωB97M-V functional and the def2-TZVPD basis

Calculated values
HOMO   -10.5564 eV
ΔE to the lowest compared entry with this formula, charge and spin   0.000 eV
SMILES string   CCCCCCCCCCCCCCCCOC(=O)O
Net charge   0
HOMO-LUMO gap   11.136 eV
Calculated total energy   -893.862951 a.u.

XYZ file:
```
54
Properties=species:S:1:pos:R:3:forces:R:3
C 1.3810 -1.8651 0.2072 0.08 -0.15 -0.32
C 2.7814 -2.0914 0.8048 -0.16 0.02 0.27
C 3.5810 -0.8217 1.1192 0.22 -0.12 0.07
C 4.3884 -0.2471 -0.0562 -0.12 -0.15 -0.06
C 3.7085 -0.1952 -1.4288 -0.04 0.29 -0.20
C 2.9083 1.0868 -1.7475 0.31 0.16 0.13
C 2.2659 1.8314 -0.5725 -0.51 0.05 -0.29
C 1.0543 2.6571 -1.0188 0.35 0.30 0.07
C 0.3611 3.4176 0.1231 -0.40 -0.10 -0.15
C -0.9401 2.7607 0.5862 0.04 -0.08 0.02
C -0.7366 1.3437 1.1388 -0.10 0.37 0.32
C -1.8431 0.8783 2.1084 -0.21 -0.22 -0.41
C -2.5437 -0.4288 1.6807 -0.08 0.19 0.18
C -3.8268 -0.2105 0.8635 0.21 0.12 -0.14
C -3.5855 -0.1894 -0.6499 0.10 0.10 0.34
C -3.0018 -1.4768 -1.2116 0.23 0.08 -0.09
O -3.5080 -2.6127 -0.4679 -0.48 0.18 -0.51
C -3.5598 -3.7491 -1.2089 0.95 -0.57 -0.05
O -2.6259 -4.2591 -1.7693 -0.83 0.54 0.26
O -4.7888 -4.2786 -1.1968 0.04 -0.10 -0.02
H 1.1318 -0.8084 0.1347 -0.01 0.06 0.08
H 1.3105 -2.2709 -0.8037 -0.04 0.01 -0.01
H 0.6025 -2.3566 0.7893 -0.01 0.03 0.09
H 3.3669 -2.7480 0.1578 0.06 0.04 -0.04
H 2.6665 -2.6404 1.7416 0.01 -0.02 0.00
H 2.9301 -0.0780 1.5829 -0.10 0.02 -0.11
H 4.3060 -1.0839 1.8955 0.02 0.09 0.02
H 4.7568 0.7518 0.1888 0.05 0.01 0.11
H 5.2742 -0.8799 -0.1529 0.03 0.00 -0.04
H 4.4986 -0.2576 -2.1806 -0.03 -0.10 -0.04
H 3.0849 -1.0730 -1.5936 -0.02 -0.07 0.14
H 2.1455 0.8756 -2.5003 -0.03 -0.14 0.02
H 3.5950 1.7916 -2.2264 -0.05 0.03 -0.07
H 1.9327 1.1502 0.2064 0.12 -0.07 0.07
H 2.9818 2.5292 -0.1358 0.10 -0.14 0.21
H 0.3366 2.0108 -1.5312 -0.05 -0.04 0.00
H 1.3988 3.3823 -1.7621 -0.02 -0.07 -0.10
H 1.0178 3.5052 0.9925 0.16 0.01 -0.05
H 0.1315 4.4347 -0.2018 0.03 0.03 0.04
H -1.6525 2.7381 -0.2458 -0.03 -0.01 -0.01
H -1.4023 3.3839 1.3561 0.05 0.01 0.07
H -0.6550 0.6278 0.3205 0.13 -0.01 -0.07
H 0.2207 1.3454 1.6653 0.05 -0.16 -0.02
H -1.4436 0.7556 3.1145 0.11 0.03 0.00
H -2.6054 1.6577 2.1757 0.00 0.07 0.11
H -2.7852 -1.0150 2.5675 -0.01 -0.03 0.02
H -1.8399 -1.0222 1.0952 0.03 -0.19 0.11
H -4.5735 -0.9635 1.1112 0.02 -0.08 -0.06
H -4.2576 0.7562 1.1331 -0.09 -0.02 0.07
H -2.8616 0.6027 -0.8621 -0.06 0.05 -0.14
H -4.5099 0.0806 -1.1617 -0.05 -0.11 -0.04
H -1.9125 -1.4793 -1.1749 0.03 -0.10 0.15
H -3.2849 -1.5894 -2.2598 0.03 -0.05 0.00
H -5.3750 -3.6633 -0.7397 -0.01 -0.01 0.08
```
Positions in Å, forces in eV/Å.

---

Molecular formula: C3H11N2
Method: DFT, the ωB97M-V functional and the def2-TZVPD basis

Calculated values
HOMO (spin up / spin down)   -3.5148 / -8.2736 eV
ΔE to the lowest compared entry with this formula, charge and spin   2.314 eV
Net charge   0
HOMO-LUMO gap (spin up / spin down)   4.690 / 9.133 eV
Calculated total energy   -230.247987 a.u.
2S+1   2

XYZ file:
```
16
Properties=species:S:1:pos:R:3:forces:R:3
C -0.3061 2.8792 1.1303 -2.00 0.51 -0.55
N -0.2138 1.5124 0.5541 -0.08 -0.35 -0.34
H -0.1533 3.6484 0.3836 0.97 -0.13 -0.12
H -1.3714 3.0586 1.3340 0.21 -0.35 0.49
H 0.2822 2.9494 2.0321 0.25 0.03 -0.04
H -0.7954 0.8345 1.0999 0.44 0.03 0.61
H 0.8019 1.2517 0.4789 0.09 -0.36 0.18
H -0.6300 1.3491 -0.3869 0.08 0.82 -0.19
C -0.4402 -1.5734 -0.1103 0.76 0.26 0.79
C -0.0444 -2.3467 -1.1226 -0.61 0.46 -0.19
N 1.2666 -2.5831 -1.4543 0.07 -0.35 -0.81
H 0.3371 -1.0894 0.4822 0.07 -0.36 0.07
H -1.4204 -1.3999 0.3081 -0.31 -0.21 -0.71
H -0.7563 -2.7034 -1.8599 -0.02 -0.36 0.22
H 1.4679 -3.3310 -2.1009 -0.16 0.19 0.13
H 1.9756 -2.4563 -0.7682 0.23 0.16 0.47
```
Positions in Å, forces in eV/Å.

---

Molecular formula: C40H65ClN21O2Si
Method: DFT, the ωB97M-V functional and the def2-TZVPD basis

Calculated values
HOMO   -12.0512 eV
Net charge   +1
HOMO-LUMO gap   7.665 eV
Calculated total energy   -3612.655792 a.u.

XYZ file:
```
130
Properties=species:S:1:pos:R:3:forces:R:3
C 6.1505 1.2160 -1.0650 -0.61 0.31 0.34
Si 4.5546 1.5027 -2.0401 0.69 -2.42 -0.87
C 4.8567 1.6580 -3.9129 -0.11 0.72 0.39
C 3.4820 -0.0580 -1.8307 -0.22 1.39 0.53
C 3.4696 2.9470 -1.3411 0.64 -0.30 -0.61
N 3.3372 3.2920 -0.0596 -0.36 0.25 -1.14
Cl 4.0903 2.5572 1.2650 -0.33 0.30 -0.39
N 2.4874 4.3483 0.1236 0.18 -0.53 -0.80
C 2.0823 4.6411 -1.0831 -0.83 1.52 -0.18
C 1.1095 5.7756 -1.3560 0.15 -0.19 -0.64
C -0.4065 5.3960 -1.1663 0.01 -0.40 0.43
C -0.6871 3.9127 -0.8261 -0.66 -0.05 -0.13
N -0.7463 3.0446 -2.0301 0.25 0.24 0.57
N 2.6728 3.8170 -2.0530 0.68 -0.26 3.56
O 2.4878 3.8726 -3.3796 -1.63 -0.83 0.30
N 3.5705 4.6074 -4.0028 1.10 1.41 -0.91
O 3.2382 4.9672 -5.0427 0.20 -0.56 0.56
H 5.8797 0.5935 -0.1874 0.23 0.41 -0.40
H 6.8291 0.6087 -1.6944 -0.22 0.57 0.22
H 6.6089 2.1588 -0.7182 0.19 -0.60 -0.22
H 5.3671 0.7214 -4.2178 -0.39 0.43 0.18
H 3.8817 1.7594 -4.4327 0.61 -0.20 0.06
H 5.5253 2.4984 -4.1820 -0.34 -0.39 0.03
H 3.4745 -0.3428 -0.7598 0.01 -0.06 -0.67
H 2.4398 0.2367 -2.0812 0.46 -0.61 -0.04
H 3.8540 -0.8867 -2.4589 -0.26 0.43 0.39
H 1.3787 6.6138 -0.6863 -0.03 -0.52 -0.37
H 1.2774 6.1048 -2.4030 -0.04 -0.09 0.62
H -0.8022 6.0006 -0.3249 0.25 -0.28 -0.51
H -0.9809 5.6534 -2.0779 0.37 -0.12 0.51
H -0.0292 3.5043 -0.0262 -0.24 0.48 -0.41
H -1.7022 3.8726 -0.3901 0.59 0.06 -0.24
H 0.1781 2.8956 -2.4314 -0.22 -0.12 0.06
H -1.0942 2.1426 -1.7051 0.18 0.11 -0.38
C 0.7787 -1.5481 1.8975 -0.14 0.12 0.24
C 1.1960 -1.7698 0.5182 -0.02 -0.02 0.08
N 1.5278 -1.9446 -0.5677 -0.25 -0.09 0.09
H 0.3016 -2.4299 2.3216 0.09 -0.03 -0.10
H 1.6240 -1.2977 2.5373 0.04 -0.09 -0.10
H 0.0643 -0.7264 1.9637 0.03 -0.01 -0.12
C -3.2317 5.6920 2.7504 0.06 0.11 0.20
C -2.4839 4.5209 2.3046 -0.01 0.08 0.20
N -1.8934 3.5970 1.9618 -0.05 0.07 0.13
H -4.2047 5.4153 3.1508 0.05 -0.13 -0.09
H -2.6987 6.2308 3.5351 0.12 -0.18 -0.01
H -3.4050 6.3879 1.9346 0.06 -0.19 -0.11
C -0.1740 5.6386 5.8806 0.32 0.11 -0.15
C -1.3927 5.0770 6.4520 0.08 0.03 -0.04
N -2.3513 4.6346 6.9015 0.01 0.03 -0.07
H -0.3977 6.4624 5.2022 -0.14 -0.03 0.07
H 0.4865 6.0223 6.6580 -0.12 -0.06 0.07
H 0.3808 4.8876 5.3176 -0.12 -0.09 0.07
C -0.6530 -4.8092 5.2540 0.18 0.11 0.07
C -0.0963 -3.4747 5.0750 -0.14 -0.02 0.20
N 0.3465 -2.4234 4.9339 0.04 -0.02 -0.07
H -0.5647 -5.1431 6.2875 0.04 0.19 0.01
H -1.7098 -4.8391 4.9932 0.05 0.17 -0.04
H -0.1434 -5.5448 4.6325 0.04 0.58 0.17
C -5.0082 9.4166 1.1676 0.17 0.45 -0.13
C -5.4182 8.1316 1.7172 -0.10 0.12 -0.03
N -5.7415 7.1181 2.1506 -0.17 0.23 -0.10
H -4.4944 9.2966 0.2134 -0.07 -0.18 0.03
H -5.8676 10.0657 0.9963 -0.07 -0.16 0.03
H -4.3293 9.9410 1.8410 -0.04 -0.18 0.11
C 6.9910 5.4365 -2.4070 -0.14 0.31 0.10
C 7.6776 4.2175 -2.8204 0.01 0.08 0.01
N 8.2232 3.2615 -3.1465 -0.15 0.02 0.03
H 6.0085 5.2154 -1.9867 0.06 -0.13 -0.02
H 7.5607 5.9728 -1.6481 0.09 -0.13 -0.04
H 6.8452 6.1133 -3.2491 0.09 -0.12 -0.06
C 0.0015 -8.4059 1.8962 0.32 -0.05 -0.20
C -0.3838 -7.8036 3.1635 0.07 -0.06 -0.05
N -0.6884 -7.3237 4.1634 -0.15 -0.93 -0.41
H 0.0322 -9.4927 1.9640 -0.07 0.05 0.18
H -0.6945 -8.1474 1.1032 -0.04 0.15 0.15
H 0.9911 -8.0715 1.5817 -0.01 0.11 0.20
C -3.5495 -7.3668 6.0752 -0.17 -0.23 -0.22
C -3.2149 -6.2776 6.9902 -0.09 -0.15 -0.01
N -2.9609 -5.4250 7.7168 0.01 -0.09 -0.14
H -3.1636 -7.1833 5.0727 0.12 0.14 0.12
H -3.1317 -8.3146 6.4137 0.09 0.13 0.13
H -4.6293 -7.4953 5.9945 0.01 0.15 0.15
C 3.9503 3.1796 -8.4309 -0.09 0.35 -0.10
C 4.2494 1.7686 -8.2196 0.01 0.07 -0.02
N 4.4890 0.6587 -8.0531 -0.07 0.08 0.08
H 2.8975 3.3288 -8.6716 0.02 -0.17 0.01
H 4.1737 3.7688 -7.5417 0.07 -0.14 0.04
H 4.5376 3.5885 -9.2529 0.05 -0.16 0.01
C -9.5954 8.6512 1.1519 -0.25 -0.28 0.14
C -8.7373 9.7119 0.6392 -0.07 -0.04 0.01
N -8.0617 10.5479 0.2352 -0.01 -0.10 0.05
H -10.6376 8.9687 1.1856 0.09 0.14 -0.07
H -9.5407 7.7615 0.5249 0.11 0.11 -0.07
H -9.3046 8.3619 2.1617 0.12 0.11 -0.05
C -3.4669 -11.1870 0.9613 -0.30 -0.26 0.21
C -2.5586 -10.2284 0.3450 -0.13 -0.05 -0.05
N -1.8415 -9.4714 -0.1366 -0.28 -0.32 -0.20
H -4.4946 -10.8227 0.9481 0.10 0.18 -0.16
H -3.4520 -12.1423 0.4369 0.13 0.11 -0.11
H -3.1974 -11.3793 2.0004 0.15 0.12 -0.06
C 2.5647 0.0997 5.9527 -0.19 -0.30 0.03
C 3.1071 1.4377 5.7466 -0.01 -0.08 0.07
N 3.5315 2.4925 5.5842 -0.04 -0.04 -0.12
H 2.6775 -0.2246 6.9870 0.07 0.17 0.00
H 1.5025 0.0616 5.7114 0.04 0.08 -0.03
H 3.0681 -0.6338 5.3231 0.05 0.12 -0.03
C 3.2177 -1.6866 -5.7888 -0.25 0.20 -0.28
C 4.0460 -2.1847 -4.6985 0.00 -0.07 -0.14
N 4.7054 -2.5775 -3.8440 -0.03 0.11 -0.06
H 3.0358 -2.4608 -6.5341 0.12 -0.07 0.11
H 2.2460 -1.3467 -5.4274 0.07 -0.09 0.18
H 3.6911 -0.8470 -6.3006 0.14 -0.11 0.08
C -0.9027 -8.3297 -3.5510 0.06 0.23 0.36
C -1.2309 -9.2693 -4.6161 0.03 0.06 0.04
N -1.4893 -10.0080 -5.4556 -0.01 0.04 0.03
H -1.2254 -8.6996 -2.5766 -0.03 -0.11 -0.06
H 0.1710 -8.1507 -3.4934 -0.01 -0.12 -0.13
H -1.3845 -7.3643 -3.7094 -0.04 -0.08 -0.14
C -2.0188 -3.6578 -0.7248 -0.10 0.36 -0.11
C -1.6805 -5.0555 -0.4843 0.04 0.08 0.00
N -1.4086 -6.1549 -0.2949 -0.04 0.13 -0.02
H -3.0798 -3.5398 -0.9475 0.01 -0.16 0.04
H -1.7945 -3.0419 0.1461 0.04 -0.15 0.04
H -1.4560 -3.2551 -1.5670 0.09 -0.15 0.04
C -4.7617 -6.9056 -2.2263 0.13 0.37 -0.20
C -5.2332 -8.0990 -1.5379 0.05 0.05 -0.05
N -5.6045 -9.0412 -0.9998 0.04 -0.02 0.08
H -4.2538 -7.1621 -3.1563 -0.05 -0.16 0.06
H -5.5884 -6.2394 -2.4740 -0.08 -0.15 0.06
H -4.0576 -6.3483 -1.6078 -0.01 -0.19 0.11
```
Positions in Å, forces in eV/Å.